No. 1
C4H9N2P | the ωB97M-V functional and the def2-TZVPD basis

The geometry in ORCA input format:
```
! RIJCOSX wB97M-V def2-TZVPD def2/J DEFGRID3
* xyz 0 3
C -0.027 -1.421 0.303
H -0.957 1.157 3.810
C 0.401 0.337 -1.567
P -1.089 1.405 -1.140
H -0.687 -1.883 -0.486
N -0.557 -0.149 2.332
C 0.985 -0.496 -0.446
C -0.821 -0.834 1.383
N -0.681 0.156 3.526
H 1.852 -1.225 -0.842
H 0.453 -2.338 0.906
H -1.417 1.900 -2.429
H 1.391 0.218 0.172
H 0.079 -0.324 -2.453
H -0.227 2.651 -1.051
H 1.301 0.847 -2.019
*
```

## Properties
E_HOMO (spin up / spin down)   -5.9 / -9.1 eV
HOMO-LUMO gap (spin up / spin down)   0.247 / 0.289 hartree
Electronic energy   -16555.77279 eV
Relative energy (zero: lowest compared OMol25 entry of this formula, charge and spin)   277.9 kJ/mol
Largest force on an atom   5.88 eV/Å

Atomic partial charges in e from the Mulliken method, atoms 1 to 4: atom 1 (C): -0.09, atom 2 (H): 0.27, atom 3 (C): -0.70, atom 4 (P): -0.13

No. 2
C4H3NS | the ωB97M-V functional and the def2-TZVPD basis

The geometry in ORCA input format:
```
! RIJCOSX wB97M-V def2-TZVPD def2/J DEFGRID3
* xyz 0 1
C 1.159 1.001 -0.120
C -0.173 -0.802 0.021
H -2.272 1.119 -0.055
S 1.733 -1.131 -0.105
C 2.313 0.514 0.097
C -0.291 0.694 -0.110
N -1.322 1.374 -0.117
H -0.521 -1.246 0.957
H -0.627 -1.524 -0.566
*
```

## Properties
E_HOMO   -8.7 eV
HOMO-LUMO gap   0.293 hartree
Electronic energy   -16516.23104 eV
Structure (SMILES)   [H]/N=C1\CS2#CC=21
Relative energy (zero: lowest compared OMol25 entry of this formula, charge and spin)   387.8 kJ/mol
Largest force on an atom   3.22 eV/Å

Atomic partial charges in e from the Mulliken method, atoms 1 to 4: atom 1 (C): 0.08, atom 2 (C): -0.49, atom 3 (H): 0.23, atom 4 (S): -0.03

No. 3
C18H42Cl3N6O6Zr | the ωB97M-V functional and the def2-TZVPD basis

The geometry in ORCA input format:
```
! RIJCOSX wB97M-V def2-TZVPD def2/J DEFGRID3
* xyz 1 1
H 51.490 -3.783 5.542
H 46.331 -3.025 12.952
H 48.349 -7.790 14.012
O 47.110 -6.298 11.122
H 52.600 -3.032 7.433
Zr 49.264 -6.358 9.994
C 52.323 -6.983 11.674
N 46.465 -9.233 7.832
H 43.551 0.504 12.731
H 43.420 -0.047 14.344
N 51.870 -3.709 7.601
C 50.839 -10.203 11.245
H 49.668 -10.712 12.949
H 46.092 -2.935 11.196
H 53.679 -6.778 9.244
H 54.213 -7.881 11.762
C 46.985 -8.523 6.613
H 47.116 -8.720 13.116
H 52.302 -2.526 10.331
C 51.694 -4.008 8.878
H 53.550 -3.301 9.360
H 48.300 -9.526 14.161
C 46.065 -6.132 11.747
Cl 50.483 -7.814 8.251
H 53.304 -8.485 9.224
H 44.738 -1.010 11.574
H 46.005 -8.923 11.016
O 49.076 -8.052 11.390
C 45.055 -6.015 14.059
C 52.312 -6.798 13.184
C 44.132 0.393 13.646
O 47.675 -7.888 9.220
N 45.441 -1.245 12.261
N 46.109 -5.838 13.085
H 44.823 -5.609 10.103
H 46.204 -8.530 5.853
H 53.336 -6.649 13.526
H 54.899 -7.997 9.631
H 45.251 -10.055 9.936
H 45.317 -6.837 14.725
H 44.515 1.313 14.089
H 50.051 -4.235 6.520
H 44.095 -6.374 13.688
H 52.839 -4.241 10.629
H 51.289 -5.327 6.441
H 47.080 -5.838 13.364
O 46.040 -0.718 14.352
C 46.846 -8.792 9.016
H 47.391 -2.020 11.936
H 45.927 -10.084 7.760
C 46.369 -2.367 12.084
O 50.837 -4.838 9.167
C 53.854 -7.718 9.769
C 49.050 -8.907 12.258
C 44.724 -6.193 11.018
H 44.973 -5.063 14.584
H 50.360 -10.209 10.267
Cl 49.352 -4.526 11.884
H 46.788 -10.416 10.530
H 51.649 -9.499 11.437
N 49.844 -9.941 12.321
C 52.612 -3.473 9.890
C 46.202 -9.573 10.163
N 53.505 -7.476 11.167
H 51.679 -6.034 13.635
C 51.140 -4.247 6.463
C 48.151 -8.707 13.457
C 45.314 -0.569 13.399
H 51.320 -11.175 11.357
H 52.014 -7.766 13.587
O 51.282 -6.726 11.035
Cl 47.886 -4.775 8.493
H 44.383 -7.191 10.744
H 47.818 -9.051 6.148
H 47.163 -7.458 6.758
H 43.864 -5.796 11.558
*
```

## Properties
E_HOMO   -10.6 eV
HOMO-LUMO gap   0.312 hartree
Electronic energy   -79424.75315 eV
Largest force on an atom   2.87 eV/Å

Atomic partial charges in e from the Mulliken method, atoms 1 to 4: atom 1 (H): 0.38, atom 2 (H): 0.22, atom 3 (H): 0.11, atom 4 (O): 0.41

No. 4
C3H10NO2 | the ωB97M-V functional and the def2-TZVPD basis

The geometry in ORCA input format:
```
! RIJCOSX wB97M-V def2-TZVPD def2/J DEFGRID3
* xyz -1 1
C -2.087 -0.665 0.994
C 1.788 1.755 -0.252
H -1.840 -1.474 -0.949
C 1.387 0.383 -0.807
H -2.713 0.074 0.417
H 0.428 0.507 -1.330
H 0.441 -1.036 0.128
H -1.256 -2.338 0.279
H 1.038 2.136 0.435
H 2.121 0.038 -1.550
H -1.299 -0.018 1.460
H 2.011 2.469 -1.045
O -2.734 -1.489 1.781
N -1.288 -1.395 -0.111
O 1.294 -0.536 0.230
H 2.709 1.590 0.320
*
```

## Properties
E_HOMO   -2.7 eV
HOMO-LUMO gap   0.243 hartree
Electronic energy   -8857.99200 eV
Relative energy (zero: lowest compared OMol25 entry of this formula, charge and spin)   77.4 kJ/mol
Largest force on an atom   1.02 eV/Å

Atomic partial charges in e from the Mulliken method, atoms 1 to 4: atom 1 (C): -0.12, atom 2 (C): -1.04, atom 3 (H): 0.23, atom 4 (C): -0.17

No. 5
CHNOS2 | the ωB97M-V functional and the def2-TZVPD basis

The geometry in ORCA input format:
```
! RIJCOSX wB97M-V def2-TZVPD def2/J DEFGRID3
* xyz 0 1
C 0.792 0.124 0.036
S 2.321 0.634 0.344
H -1.956 -0.029 0.283
S 0.453 -1.548 0.132
O -0.272 0.844 -0.261
N -1.339 -0.025 -0.535
*
```

## Properties
E_HOMO (spin up / spin down)   -9.4 / -9.4 eV
HOMO-LUMO gap (spin up / spin down)   0.236 / 0.236 hartree
Electronic energy   -26256.42017 eV
Relative energy (zero: lowest compared OMol25 entry of this formula, charge and spin)   334.5 kJ/mol
Largest force on an atom   2.86 eV/Å

Atomic partial charges in e from the Mulliken method, atoms 1 to 4: atom 1 (C): 0.47, atom 2 (S): -0.22, atom 3 (H): 0.28, atom 4 (S): -0.03

No. 6
C54H42AsBrCoF5N2PSSi | the ωB97M-V functional and the def2-TZVPD basis

The geometry in ORCA input format:
```
! RIJCOSX wB97M-V def2-TZVPD def2/J DEFGRID3
* xyz 0 4
C -3.635 1.809 1.445
H -4.568 0.186 -4.433
H -5.595 2.408 -4.762
C 0.291 -0.173 2.605
H 3.323 -5.910 0.838
C 1.904 1.656 2.154
H -0.908 -1.972 5.614
C 3.295 -0.847 -4.547
C -5.026 1.841 1.463
C -4.481 0.944 -3.665
F 0.502 0.776 0.465
P -2.680 1.292 -0.003
C -4.959 3.155 -2.853
H 5.811 -0.155 -2.080
H 3.240 -4.063 -3.477
C 3.347 -4.361 -0.638
H -3.344 -0.310 -2.345
H -5.416 4.126 -2.992
C 7.900 0.121 0.571
H 8.955 0.195 0.803
C -3.927 -2.143 -0.376
C -1.974 -3.396 -0.568
H -3.046 2.216 4.762
C 3.286 -2.992 -0.874
H -1.039 -4.148 2.106
C 3.302 -2.340 -2.194
H 2.960 -1.914 2.336
C -1.489 2.636 -0.301
H -0.122 1.034 -5.690
C 1.857 0.645 4.309
H 0.556 -1.017 4.570
C 6.133 -0.078 -1.048
H -0.079 5.652 0.151
S 0.355 3.937 -1.513
H 2.302 2.347 1.422
C 3.124 -3.969 1.727
C -3.800 0.660 -2.490
C -1.733 -1.535 5.049
C 6.961 0.122 1.593
C 3.185 -2.112 0.211
C -0.271 1.766 -3.681
C 3.273 -4.844 0.660
C 2.359 1.628 3.464
F -4.817 -5.599 -0.903
C -0.392 4.668 -0.158
H -4.125 -1.854 3.575
H 3.246 -2.740 -5.553
C 3.301 -0.199 -3.319
C -4.277 2.874 -1.680
F -6.036 -3.200 -0.551
C 7.485 0.025 -0.748
C -2.923 1.941 2.640
Si -1.666 -1.975 3.194
H -3.733 -1.186 1.997
C 0.881 -0.242 3.893
H -1.932 4.149 1.252
C -5.695 2.019 2.665
C -0.626 2.521 -1.362
H -0.135 2.803 -3.951
H 7.281 0.201 2.625
C 3.314 -0.938 -2.148
H -2.656 -1.942 5.467
H 4.874 0.032 2.089
H -4.183 3.631 -0.910
As 3.252 -0.243 -0.333
C 0.926 0.768 1.779
F -4.600 -0.983 -0.168
F -2.103 -5.737 -0.920
Br -0.075 -3.522 -0.602
C -4.087 -4.498 -0.739
H -0.393 -1.351 -4.956
H -1.737 -0.456 5.220
N -0.785 -0.881 2.158
H 3.047 -4.356 2.735
C 3.268 -2.982 -3.427
H 3.457 -5.052 -1.466
C 5.189 -0.091 -0.029
H -6.777 2.040 2.683
C -0.256 0.780 -4.647
H 3.296 -0.274 -5.465
C -2.541 -2.139 -0.367
C -3.493 -1.987 2.695
C -4.703 -3.271 -0.561
H 8.212 0.029 -1.551
C -0.506 1.433 -2.343
C 3.085 -2.598 1.503
H -1.435 -4.385 3.810
C -4.985 2.149 3.849
H -1.839 1.877 2.626
H 2.240 0.561 5.319
H 0.131 -3.709 3.346
C -0.594 -0.797 -2.903
C 5.612 0.024 1.293
H 3.294 0.885 -3.272
C -0.420 -0.537 -4.247
H 3.098 2.339 3.807
H -5.579 1.709 0.542
C -3.596 2.120 3.835
C -0.934 -3.718 3.102
C -3.697 1.621 -1.490
H -5.516 2.263 4.785
N -0.664 0.149 -1.964
C -2.705 -4.558 -0.743
H -3.765 -2.944 2.244
C -1.344 3.869 0.389
H -0.697 -1.821 -2.564
Co -1.309 -0.573 0.138
C -5.059 2.191 -3.847
C 3.269 -2.234 -4.596
*
```

## Properties
E_HOMO (spin up / spin down)   -7.0 / -7.0 eV
HOMO-LUMO gap (spin up / spin down)   0.247 / 0.243 hartree
Electronic energy   -269758.82473 eV
Relative energy (zero: lowest compared OMol25 entry of this formula, charge and spin)   0.8 kJ/mol
Largest force on an atom   1.08 eV/Å

Atomic partial charges in e from the Mulliken method, atoms 1 to 4: atom 1 (C): 0.54, atom 2 (H): 0.49, atom 3 (H): 0.42, atom 4 (C): 0.99